<a>
This record from the OMol25 dataset describes a molecular structure, CHF2NO2. The level of theory is the ωB97M-V functional and the def2-TZVPD basis.

Geometry (Å):
C: 0.248 0.515 0.173
N: -0.335 -0.891 -0.290
O: -0.979 -1.505 0.499
O: -0.077 -1.216 -1.405
F: 1.555 0.437 0.169
F: -0.317 0.949 1.342
H: -0.096 1.710 -0.488

The calculation puts the orbital gap at 11.50 eV. Its HOMO energy is -11.915 eV. Its multiplicity is 1.

***

<b>
This record from the OMol25 dataset describes 2 unconnected molecules or ions with the total composition CHF2NO2. The level of theory is the ωB97M-V functional and the def2-TZVPD basis.

Geometry (Å):
C: -0.673 0.240 -0.470
N: 1.075 -0.565 1.131
O: -0.801 -0.828 -0.928
O: -1.276 1.376 -0.750
F: 2.145 -0.553 0.279
F: 0.523 -1.788 0.928
H: -0.993 2.118 -0.191

The calculation puts the orbital gap (alpha / beta) at 9.99 / 8.45 eV. Its HOMO energy (alpha / beta) is -10.618 / -9.004 eV. Its multiplicity is 1.

***

It comes down to <a>, which is 1.529 eV more stable than the next structure.